Entry 1:
The following is a quantum chemistry calculation of a structure of composition C31H61B3I2O14S, from OMol25.

Properties
Gap between HOMO and LUMO   8.950 eV
E_HOMO   -8.90 eV
LUMO level   0.05 eV

```
! RIJCOSX wB97M-V def2-TZVPD def2/J DEFGRID3
* xyz 0 1
C 7.21 -1.48 -0.97
C 6.25 -2.21 -1.83
I 7.09 -3.90 -2.82
C 5.00 -1.90 -1.96
I 3.58 -2.96 -3.11
B 4.41 -0.66 -1.22
O 4.29 -0.62 0.14
B 3.39 0.38 0.44
O 2.28 0.43 -0.36
B 2.70 0.82 -1.61
C 1.80 1.66 -2.57
C 1.09 0.86 -3.67
C 0.25 -0.33 -3.22
C -0.57 -0.11 -1.97
S -0.84 -1.75 -1.29
O -1.22 -2.58 -2.37
O 0.33 -2.22 -0.65
O -2.06 -1.67 -0.28
O 3.98 0.42 -1.98
H 8.16 -1.43 -1.48
H 6.91 -0.45 -0.77
H 7.36 -2.05 -0.07
H 3.59 1.15 1.31
H 2.41 2.42 -3.05
H 1.05 2.20 -1.99
H 0.52 1.51 -4.32
H 1.88 0.45 -4.30
H 0.88 -1.21 -3.14
H -0.44 -0.55 -4.02
H -0.08 0.46 -1.19
H -1.56 0.32 -2.15
H -1.83 -2.25 0.48
C -2.43 4.68 -6.50
C -2.00 3.62 -5.51
O -1.34 3.89 -4.54
C -2.43 2.20 -5.80
H -2.05 5.65 -6.18
H -2.02 4.46 -7.49
H -3.52 4.72 -6.56
H -2.03 1.87 -6.76
H -3.52 2.14 -5.83
H -2.06 1.54 -5.02
C 1.44 -2.05 2.36
C 1.27 -2.41 3.82
O 1.07 -1.57 4.66
C 1.38 -3.88 4.17
H 1.35 -0.97 2.24
H 2.43 -2.36 2.01
H 0.67 -2.53 1.76
H 2.36 -4.26 3.90
H 0.61 -4.45 3.65
H 1.24 -4.00 5.24
C -3.78 2.63 0.52
C -2.53 1.93 0.96
O -1.42 2.31 0.64
C -2.70 0.71 1.84
H -3.51 3.48 -0.10
H -4.40 1.95 -0.07
H -4.34 2.99 1.38
H -3.29 -0.04 1.31
H -3.21 0.98 2.77
H -1.73 0.30 2.09
C -5.84 -1.57 0.09
C -6.70 -0.37 -0.23
O -6.22 0.69 -0.55
C -8.20 -0.57 -0.13
H -4.79 -1.30 -0.02
H -6.02 -1.90 1.12
H -6.06 -2.39 -0.59
H -8.47 -0.85 0.88
H -8.52 -1.34 -0.83
H -8.70 0.36 -0.39
C 5.75 -4.69 4.66
C 5.09 -5.85 5.36
O 3.89 -6.02 5.30
C 5.98 -6.78 6.14
H 5.00 -4.10 4.14
H 6.26 -4.05 5.39
H 6.48 -5.05 3.94
H 6.50 -6.23 6.93
H 6.72 -7.23 5.48
H 5.38 -7.56 6.59
C 3.22 0.92 4.12
C 3.94 2.03 4.85
O 5.15 2.11 4.83
C 3.09 3.03 5.60
H 3.94 0.28 3.63
H 2.64 0.32 4.83
H 2.55 1.35 3.37
H 2.51 2.52 6.37
H 2.42 3.53 4.91
H 3.74 3.76 6.07
C -11.81 -1.12 -4.32
C -10.71 -0.47 -3.52
O -10.93 0.12 -2.49
C -9.30 -0.59 -4.07
H -12.76 -0.96 -3.82
H -11.86 -0.68 -5.32
H -11.63 -2.19 -4.41
H -9.25 -0.13 -5.06
H -9.02 -1.64 -4.15
H -8.61 -0.08 -3.41
C 3.79 4.44 1.71
C 4.49 4.80 0.42
O 3.93 4.70 -0.65
C 5.92 5.28 0.53
H 2.78 4.11 1.49
H 4.33 3.62 2.21
H 3.75 5.30 2.37
H 6.54 4.51 0.99
H 5.96 6.18 1.14
H 6.30 5.50 -0.46
*
```

Atomic partial charges in e from the Löwdin method, atoms 1 to 4: C -0.139; C -0.814; I 0.808; C -0.628

Entry 2:
The following is a quantum chemistry calculation of a cluster of 6 separate species, C31H63ClINO13S in total, from OMol25.

Properties
Gap between HOMO and LUMO   8.736 eV
E_HOMO   -8.47 eV
LUMO level   0.27 eV
SMILES string   CCOCCOC[C@H](I)OC[C@H](S)NC[C@H](C)Cl.CCOC(C)=O.CCOC(C)=O.CCOC(C)=O.CCOC(C)=O.CCOC(C)=O

```
! RIJCOSX wB97M-V def2-TZVPD def2/J DEFGRID3
* xyz 0 1
C 6.43 2.69 4.43
C 6.65 1.55 3.23
O 5.28 1.19 2.78
C 5.30 0.53 1.46
C 5.10 1.62 0.22
O 5.00 2.95 0.85
C 4.81 4.02 -0.18
C 3.60 4.99 0.47
I 4.34 5.45 2.53
O 2.39 4.16 0.46
C 1.25 4.82 1.13
C 0.53 3.81 2.25
S 0.91 4.46 3.98
N 1.01 2.37 2.02
C 0.11 1.38 2.76
C -0.29 0.13 1.73
C 1.03 -0.59 1.05
Cl -1.56 0.66 0.44
H 7.10 3.65 4.26
H 6.65 2.14 5.45
H 5.29 3.04 4.48
H 7.27 0.62 3.59
H 7.24 2.07 2.34
H 4.36 -0.20 1.43
H 6.27 -0.15 1.31
H 6.01 1.51 -0.50
H 4.11 1.36 -0.35
H 4.49 3.57 -1.21
H 5.81 4.61 -0.30
H 3.53 5.98 -0.18
H 1.46 5.89 1.54
H 0.42 4.96 0.29
H -0.65 3.77 2.09
H -0.01 3.97 4.93
H 0.77 2.19 1.00
H 0.80 0.87 3.60
H -0.83 1.90 3.24
H -0.85 -0.72 2.36
H 1.70 0.26 0.54
H 0.72 -1.32 0.18
H 1.69 -1.10 1.88
O 1.45 -4.72 1.54
C 0.52 -5.06 0.81
O -0.04 -4.18 -0.05
C -0.97 -4.54 -1.09
C -2.39 -4.53 -0.57
C -0.09 -6.43 0.93
H -0.69 -5.49 -1.56
H -0.87 -3.78 -1.87
H -2.53 -5.28 0.21
H -3.10 -4.74 -1.38
H -2.63 -3.56 -0.13
H -0.89 -6.41 1.68
H 0.69 -7.12 1.27
H -0.46 -6.83 -0.01
O -1.24 -3.70 -3.79
C -1.80 -2.61 -3.88
O -3.13 -2.55 -4.11
C -3.92 -1.35 -4.02
C -3.92 -0.61 -5.34
C -1.02 -1.33 -3.85
H -3.60 -0.72 -3.18
H -4.94 -1.67 -3.78
H -2.92 -0.27 -5.61
H -4.58 0.27 -5.28
H -4.27 -1.26 -6.14
H -0.71 -1.08 -4.87
H -0.13 -1.48 -3.24
H -1.56 -0.50 -3.41
O -0.58 -8.99 1.56
C -1.76 -9.31 1.52
O -2.73 -8.37 1.49
C -4.12 -8.64 1.22
C -4.86 -9.00 2.50
C -2.16 -10.76 1.60
H -4.23 -9.40 0.44
H -4.54 -7.71 0.81
H -4.47 -9.92 2.94
H -5.92 -9.14 2.30
H -4.74 -8.21 3.24
H -2.29 -11.04 2.65
H -1.36 -11.36 1.16
H -3.06 -10.99 1.04
O -1.45 0.69 -6.23
C -0.36 1.25 -6.24
O -0.05 2.13 -7.22
C 1.10 2.99 -7.20
C 2.31 2.30 -7.80
C 0.69 0.89 -5.23
H 1.29 3.38 -6.20
H 0.85 3.86 -7.82
H 2.60 1.42 -7.21
H 3.16 2.98 -7.84
H 2.09 1.94 -8.81
H 1.30 0.06 -5.61
H 0.20 0.58 -4.31
H 1.34 1.73 -4.96
O -1.38 7.09 1.76
C -2.13 7.37 2.69
O -1.94 6.82 3.91
C -2.62 7.25 5.11
C -3.94 6.53 5.27
C -3.33 8.25 2.47
H -2.73 8.34 5.13
H -1.96 6.98 5.94
H -4.63 6.76 4.45
H -4.42 6.81 6.21
H -3.79 5.44 5.25
H -4.18 7.63 2.18
H -3.10 8.95 1.66
H -3.58 8.86 3.33
*
```

Atomic partial charges in e from the Löwdin method, atoms 1 to 4: C -0.113; C -0.230; O -0.233; C -0.157

Entry 3:
The following is a quantum chemistry calculation of a cluster of 3 separate species, C31H64FNO9S in total, from OMol25.

Properties
Gap between HOMO and LUMO   10.198 eV
E_HOMO   -9.70 eV
LUMO level   0.49 eV
SMILES string   CCCCCCCCCCN(CCCCCCCCCCCCOC)S(=O)(=O)F.CCOC(=O)OC.CCOC(=O)OC

```
! RIJCOSX wB97M-V def2-TZVPD def2/J DEFGRID3
* xyz 0 1
C -3.93 5.44 1.71
C -5.03 4.41 2.00
C -4.46 3.13 2.65
C -5.21 1.88 2.18
C -4.69 1.33 0.85
C -3.20 0.95 0.82
C -2.67 0.16 2.04
C -2.51 -1.34 1.76
C -1.24 -1.66 0.97
C -0.54 -2.97 1.42
N 0.72 -2.68 2.17
C 1.96 -3.21 1.52
C 2.86 -2.07 1.01
C 4.08 -1.81 1.90
C 5.20 -1.09 1.14
C 6.09 -2.06 0.34
C 6.37 -1.57 -1.11
C 5.42 -2.17 -2.16
C 6.08 -2.42 -3.54
C 5.37 -1.71 -4.69
C 5.90 -0.28 -4.85
C 5.30 0.48 -6.04
C 3.79 0.62 -6.01
O 3.16 -0.55 -6.49
C 1.85 -0.37 -6.96
S 0.62 -3.20 3.72
O 1.84 -2.96 4.40
O -0.60 -2.77 4.31
F 0.48 -4.76 3.56
H -3.53 5.82 2.65
H -3.14 4.95 1.14
H -4.31 6.28 1.13
H -5.55 4.16 1.07
H -5.75 4.87 2.68
H -3.40 3.06 2.44
H -4.63 3.22 3.72
H -6.27 2.12 2.05
H -5.18 1.10 2.94
H -5.31 0.50 0.50
H -4.82 2.12 0.10
H -3.06 0.30 -0.05
H -2.57 1.81 0.63
H -1.68 0.55 2.27
H -3.27 0.32 2.94
H -2.50 -1.87 2.71
H -3.38 -1.68 1.19
H -1.46 -1.78 -0.10
H -0.52 -0.85 1.06
H -1.24 -3.50 2.06
H -0.34 -3.62 0.57
H 2.53 -3.78 2.24
H 1.72 -3.88 0.71
H 2.28 -1.15 0.93
H 3.21 -2.33 0.00
H 3.77 -1.24 2.77
H 4.48 -2.75 2.28
H 4.78 -0.33 0.48
H 5.82 -0.55 1.86
H 7.05 -2.17 0.83
H 5.60 -3.03 0.27
H 6.25 -0.49 -1.14
H 7.41 -1.78 -1.37
H 4.58 -1.48 -2.31
H 5.00 -3.10 -1.79
H 6.08 -3.50 -3.72
H 7.13 -2.11 -3.51
H 4.30 -1.65 -4.50
H 5.52 -2.24 -5.64
H 6.98 -0.33 -4.98
H 5.66 0.29 -3.94
H 5.71 1.50 -6.02
H 5.62 0.05 -6.99
H 3.51 1.48 -6.63
H 3.46 0.87 -4.99
H 1.54 0.68 -6.94
H 1.77 -0.76 -7.97
H 1.15 -0.93 -6.33
C -0.57 -6.92 1.46
C 0.86 -6.85 0.99
O 1.34 -8.11 0.51
C 0.96 -8.41 -0.74
O 0.31 -7.71 -1.47
O 1.45 -9.61 -1.03
C 1.10 -10.08 -2.34
H -0.69 -7.72 2.19
H -0.89 -5.99 1.91
H -1.24 -7.14 0.62
H 1.52 -6.60 1.83
H 0.99 -6.09 0.22
H 1.35 -9.35 -3.10
H 0.03 -10.31 -2.38
H 1.67 -10.99 -2.50
C -5.92 11.20 4.63
C -4.87 10.90 3.58
O -5.19 9.70 2.85
C -6.10 9.85 1.89
O -6.65 10.87 1.58
O -6.30 8.66 1.33
C -7.30 8.65 0.31
H -6.06 10.34 5.29
H -5.60 12.05 5.24
H -6.88 11.44 4.17
H -3.91 10.70 4.04
H -4.75 11.73 2.89
H -7.10 9.41 -0.44
H -8.29 8.80 0.74
H -7.25 7.66 -0.15
*
```

Atomic partial charges in e from the Löwdin method, atoms 1 to 4: C -0.107; C -0.259; C -0.208; C -0.228

Entry 4:
The following is a quantum chemistry calculation of a cluster of 6 separate species, C31H64N12O11S5 in total, from OMol25.

Properties
Gap between HOMO and LUMO   7.400 eV
E_HOMO   -8.53 eV
LUMO level   -1.13 eV
SMILES string   CC(=O)OCCCCCCCC[C@]1(CCCSC(=S)n2ccnc2)[C@@H](O)S(=O)(=O)O[C@](S)(CCC(C)C)[C@H]1S.NC(N)=O.NC(N)=O.NC(N)=O.NC(N)=O.NC(N)=O

```
! RIJCOSX wB97M-V def2-TZVPD def2/J DEFGRID3
* xyz 0 1
C 2.51 -4.65 -0.03
C 2.68 -3.25 -0.66
O 2.30 -3.09 -1.79
O 3.27 -2.26 0.08
C 4.28 -1.55 -0.66
C 3.81 -0.08 -0.93
C 4.02 0.70 0.39
C 3.23 2.04 0.41
C 1.68 1.84 0.47
C 1.01 2.44 -0.82
C -0.22 1.57 -1.30
C -1.49 2.38 -0.96
C -2.87 1.65 -1.28
C -2.74 1.22 -2.77
C -3.98 1.39 -3.71
C -4.99 0.23 -3.80
S -4.24 -1.37 -4.30
C -5.64 -2.51 -4.18
S -6.79 -2.54 -5.32
N -5.68 -3.40 -3.07
C -5.20 -4.70 -3.01
C -5.40 -5.16 -1.73
N -6.05 -4.17 -0.98
C -6.18 -3.19 -1.81
C -2.94 0.48 -0.23
S -3.94 -0.98 -0.79
C -3.52 0.85 1.19
S -5.32 0.38 1.38
C -2.77 -0.08 2.22
C -3.15 0.16 3.69
C -2.37 -0.85 4.62
C -1.20 -0.08 5.30
C -3.36 -1.39 5.72
O -3.23 2.18 1.63
S -3.94 3.35 0.76
O -3.03 4.46 0.76
O -5.25 3.67 1.21
C -3.97 2.70 -0.99
O -5.30 2.29 -1.19
H 3.42 -5.27 -0.15
H 1.67 -5.15 -0.53
H 2.24 -4.56 1.04
H 4.54 -2.05 -1.61
H 5.18 -1.51 -0.02
H 4.44 0.29 -1.75
H 2.75 -0.12 -1.25
H 3.67 0.12 1.26
H 5.09 0.96 0.45
H 3.53 2.64 1.29
H 3.54 2.62 -0.48
H 1.29 2.36 1.36
H 1.44 0.77 0.60
H 0.64 3.43 -0.50
H 1.74 2.62 -1.62
H -0.12 0.61 -0.76
H -0.06 1.44 -2.38
H -1.52 3.32 -1.55
H -1.40 2.69 0.10
H -2.43 0.16 -2.84
H -1.94 1.77 -3.28
H -3.58 1.51 -4.73
H -4.55 2.32 -3.53
H -5.71 0.49 -4.60
H -5.60 0.05 -2.90
H -4.74 -5.27 -3.81
H -5.12 -6.13 -1.33
H -6.64 -2.24 -1.52
H -1.95 0.04 -0.04
H -3.02 -1.87 -1.25
H -5.61 1.05 2.52
H -1.68 -0.01 2.06
H -3.05 -1.11 1.92
H -4.21 0.02 3.91
H -2.88 1.20 3.95
H -2.04 -1.74 4.06
H -1.52 0.94 5.55
H -0.38 0.01 4.56
H -0.88 -0.59 6.22
H -4.23 -0.73 5.85
H -2.87 -1.44 6.71
H -3.72 -2.40 5.49
H -3.80 3.59 -1.62
H -5.37 1.33 -1.26
C -2.04 4.35 -6.00
O -1.55 3.87 -5.00
N -2.27 5.69 -6.13
N -2.41 3.60 -7.08
H -2.68 6.12 -6.94
H -2.02 6.28 -5.35
H -2.25 2.61 -7.02
H -2.82 3.98 -7.91
C 2.66 6.07 -1.03
O 2.44 5.04 -1.64
N 3.92 6.46 -0.67
N 1.67 6.92 -0.64
H 4.12 7.30 -0.16
H 4.68 5.85 -0.93
H 0.73 6.67 -0.89
H 1.82 7.77 -0.14
C 4.63 -8.01 0.59
O 3.89 -7.07 0.32
N 5.95 -8.01 0.27
N 4.19 -9.13 1.23
H 6.58 -8.76 0.48
H 6.31 -7.20 -0.20
H 3.22 -9.16 1.48
H 4.78 -9.90 1.46
C 6.59 3.06 2.54
O 5.90 3.78 1.84
N 6.06 2.20 3.46
N 7.96 3.04 2.46
H 6.61 1.60 4.05
H 5.06 2.19 3.55
H 8.38 3.65 1.79
H 8.54 2.45 3.03
C 4.34 -3.79 4.46
O 4.93 -3.83 5.53
N 3.48 -4.76 4.05
N 4.50 -2.76 3.58
H 2.99 -4.75 3.18
H 3.34 -5.54 4.68
H 5.13 -2.02 3.85
H 4.03 -2.70 2.70
*
```

Atomic partial charges in e from the Löwdin method, atoms 1 to 4: C 0.009; C -0.499; O 0.093; O -0.045